Here is a structure of composition C20H39N5O4RuSSi from OMol25. Energies are from wB97M-V/def2-TZVPD.

Geometry as XYZ:
```
71
Properties=species:S:1:pos:R:3:forces:R:3
Ru 0.248 -0.039 -0.810 -2.22 0.59 3.18
C 2.186 -1.664 2.770 0.15 -0.13 -0.34
C 1.199 -2.042 1.680 -1.02 0.45 0.85
C 0.885 -3.528 1.658 0.19 -0.01 -0.20
O 1.717 -1.614 0.407 -0.20 0.31 -1.16
C -0.183 -1.306 1.931 2.04 -0.67 0.41
O -0.551 -1.187 3.081 -0.57 0.08 -0.47
O -0.788 -0.985 0.852 -0.54 1.36 -2.20
H 3.040 -2.343 2.753 0.04 0.05 0.04
H 1.695 -1.713 3.737 0.00 -0.03 0.01
H 2.543 -0.649 2.600 0.02 0.00 0.07
H 1.802 -4.103 1.489 -0.03 -0.04 0.05
H 0.162 -3.762 0.871 -0.02 0.04 0.01
H 0.454 -3.825 2.612 0.03 -0.01 0.02
H 1.777 -2.385 -0.169 0.08 -0.05 0.00
C 0.612 1.721 3.235 -0.09 -0.04 -0.02
C -0.515 1.988 2.285 -0.16 0.02 0.34
C -1.709 2.535 2.742 0.08 -0.06 -0.14
C -2.701 2.852 1.824 0.11 0.05 0.04
C -2.498 2.613 0.480 0.09 -0.21 -0.27
C -1.297 2.012 0.082 -0.25 0.53 1.03
N -0.327 1.736 0.989 0.51 0.03 -0.79
N -0.977 1.640 -1.172 1.57 -2.72 -0.30
Si -1.589 2.005 -2.764 -0.09 -0.24 -0.60
C -3.338 1.335 -2.979 0.34 0.31 0.05
C -1.478 3.872 -3.012 -0.15 -0.33 0.08
C -0.401 1.051 -3.905 -0.22 0.27 0.12
H 0.819 2.615 3.823 0.07 -0.01 0.01
H 1.509 1.427 2.693 0.02 0.01 0.02
H 0.337 0.916 3.916 0.04 0.00 -0.01
H -1.843 2.716 3.798 0.02 0.04 0.01
H -3.630 3.291 2.162 -0.02 -0.01 -0.01
H -3.260 2.820 -0.258 -0.04 0.02 0.02
H -4.075 1.951 -2.461 -0.04 0.00 0.00
H -3.406 0.322 -2.582 0.02 -0.03 -0.03
H -3.608 1.311 -4.036 -0.03 -0.01 -0.02
H -2.416 4.355 -2.736 -0.01 0.04 0.01
H -1.274 4.118 -4.055 -0.02 -0.01 -0.03
H -0.690 4.308 -2.397 0.06 -0.03 -0.01
H -0.892 0.183 -4.345 -0.04 -0.01 0.04
H 0.467 0.692 -3.342 0.02 0.06 -0.13
H -0.023 1.665 -4.723 -0.02 0.08 0.00
C 0.602 -6.281 -2.300 0.00 0.05 -0.10
C 0.096 -5.358 -3.403 0.23 -0.26 0.17
N -0.549 -4.155 -2.880 -0.10 -0.02 -0.09
C -0.065 -2.955 -2.586 0.02 0.18 0.01
S -1.207 -1.796 -2.015 1.25 0.99 0.39
N 1.222 -2.607 -2.696 0.02 -0.18 -0.03
C 2.368 -3.315 -3.271 0.21 -0.04 -0.03
C 3.614 -2.475 -3.045 -0.08 0.00 0.01
H 1.054 -7.165 -2.750 -0.01 -0.04 0.02
H -0.215 -6.605 -1.656 0.01 0.00 0.03
H 1.358 -5.795 -1.683 -0.03 0.02 0.04
H -0.653 -5.886 -3.992 0.00 0.11 -0.09
H 0.907 -5.084 -4.070 -0.18 -0.02 -0.06
H -1.529 -4.251 -2.659 -0.01 -0.01 0.01
H 1.386 -1.626 -2.527 -0.06 0.14 -0.04
H 2.221 -3.467 -4.343 -0.01 -0.03 0.04
H 2.483 -4.286 -2.788 -0.02 0.05 -0.06
H 3.542 -1.524 -3.575 -0.01 0.02 0.01
H 4.491 -3.002 -3.416 0.01 0.00 0.00
H 3.759 -2.265 -1.984 0.03 -0.01 0.01
C 3.449 2.897 -2.360 0.09 -0.16 -0.01
C 2.543 2.151 -1.420 0.16 0.19 0.02
N 2.123 2.829 -0.358 -0.29 -0.36 -0.02
O 2.226 0.961 -1.651 -1.02 -0.36 0.13
H 2.856 3.612 -2.932 -0.03 -0.02 -0.01
H 3.932 2.209 -3.047 -0.02 -0.02 0.02
H 4.204 3.451 -1.804 0.02 0.02 -0.02
H 2.380 3.792 -0.228 0.04 0.01 -0.04
H 1.403 2.423 0.246 0.02 0.07 -0.01
```
Positions in Å, forces in eV/Å.

As for the spin multiplicity: 2. Its gap between HOMO and LUMO (alpha / beta) is 6.491 / 6.444 eV. Its charge is +1.

Here is a structure of composition C20H39NOP2PbSi from OMol25. Energies are from wB97M-V/def2-TZVPD.

Geometry as XYZ:
```
65
Properties=species:S:1:pos:R:3:forces:R:3
Pb -0.051 -1.601 -1.777 -0.84 -0.68 0.22
P 2.495 -0.852 -2.473 -0.15 0.20 -0.24
P -2.080 0.993 0.954 1.41 -1.03 -0.31
N -0.748 -0.059 -2.982 0.59 0.08 1.95
H 1.882 -1.102 2.827 0.34 0.24 4.11
C 3.782 -2.142 -2.654 0.05 -0.01 0.02
H 4.692 -1.712 -3.089 -0.07 -0.12 0.09
H 3.405 -2.939 -3.306 0.08 0.17 0.14
H 4.010 -2.577 -1.673 -0.03 0.05 -0.19
C 3.279 0.386 -1.390 0.59 0.21 0.06
H 4.373 0.367 -1.521 -0.26 0.16 0.10
H 3.032 0.190 -0.340 0.06 0.04 -0.41
H 2.901 1.383 -1.655 0.04 -0.29 0.14
C 2.482 -0.031 -4.108 0.06 -0.08 -0.06
H 3.457 -0.148 -4.597 -0.16 0.13 0.04
H 2.251 1.032 -3.975 -0.03 -0.24 -0.07
H 1.697 -0.472 -4.733 0.12 0.11 0.12
C -3.240 -0.391 0.916 -0.44 -0.15 -0.06
H -4.193 -0.067 1.356 0.14 -0.13 -0.11
H -2.847 -1.246 1.487 -0.06 0.40 -0.25
H -3.414 -0.697 -0.126 0.18 0.09 0.33
C -2.685 2.235 2.123 -0.15 0.18 0.20
H -3.738 2.024 2.360 0.36 0.15 0.02
H -2.617 3.212 1.628 0.01 -0.22 0.22
H -2.079 2.240 3.038 -0.21 0.02 -0.26
C -1.897 1.763 -0.627 -0.19 0.68 -0.46
H -2.847 2.260 -0.904 0.32 -0.19 0.18
H -1.628 1.044 -1.431 0.20 -0.07 -0.06
H -1.106 2.535 -0.572 -0.32 -0.39 0.04
C -1.210 0.081 -4.188 -0.60 0.72 -2.04
C -2.089 -0.761 -6.324 -0.20 1.53 -0.70
C -1.596 -1.004 -5.075 0.50 0.32 1.16
C -1.352 1.443 -4.724 0.05 -1.69 0.48
C -1.847 1.653 -5.978 -0.43 -0.94 -0.85
C -2.230 0.567 -6.801 -0.05 -0.19 -0.11
H -2.380 -1.573 -6.971 -0.05 -0.23 -0.11
H -1.476 -2.023 -4.685 -0.06 0.34 -0.17
H -1.045 2.245 -4.076 0.08 0.25 0.13
H -1.949 2.657 -6.357 -0.03 0.26 -0.11
H -2.631 0.745 -7.809 0.22 -0.06 0.52
C 1.371 -0.364 2.065 1.02 0.08 3.08
O 0.676 0.016 0.793 -2.53 2.38 -2.86
C 1.869 -1.820 1.702 -0.81 -1.17 -2.11
H 2.412 -2.441 2.403 0.20 -0.28 0.59
H 2.613 -1.644 0.933 -0.26 -0.41 -1.00
H 0.912 -2.348 1.500 0.89 0.10 -0.64
C 2.454 0.713 2.344 0.38 -0.71 0.06
H 2.954 0.508 3.318 -0.24 0.28 -0.68
H 1.975 1.671 2.403 -0.16 0.52 -0.08
H 3.213 0.721 1.549 -0.16 0.08 0.23
C -2.374 -0.251 4.689 -0.21 0.00 0.29
Si -0.521 -0.288 4.531 0.67 -0.43 0.01
C 0.245 1.103 5.523 -0.04 -0.06 0.13
C 0.155 -1.962 5.095 -0.45 0.68 0.05
C 0.012 -0.147 2.777 -1.39 1.57 -3.06
C -0.486 0.331 1.522 1.95 -1.85 2.25
H -2.623 -0.519 5.728 -0.05 0.08 -0.25
H -2.858 -0.977 4.034 0.00 -0.01 0.02
H -2.799 0.737 4.494 0.01 -0.11 0.06
H -0.114 1.058 6.559 0.12 0.11 -0.09
H 1.340 1.029 5.530 -0.21 0.03 0.01
H -0.031 2.074 5.098 0.05 -0.08 0.11
H -0.319 -2.763 4.536 -0.04 -0.18 -0.04
H 1.231 -2.014 4.954 0.17 -0.02 0.01
H -0.069 -2.081 6.152 0.05 -0.22 0.20
```
Positions in Å, forces in eV/Å.

The calculation puts the energy above the lowest of the compared OMol25 structures with the same formula, charge and spin at 589.48 kJ/mol. Its gap between HOMO and LUMO (alpha / beta) is 4.707 / 3.740 eV. Its charge is 0.

Here is a structure of composition C20H39O7S3Y from OMol25. Energies are from wB97M-V/def2-TZVPD.

Geometry as XYZ:
```
70
Properties=species:S:1:pos:R:3:forces:R:3
Y -0.615 -0.130 0.838 3.25 -1.57 0.24
C -2.422 -2.839 1.779 -0.10 0.17 0.06
C -3.433 -1.862 1.147 0.12 0.25 0.08
O -2.665 -0.874 0.384 -1.99 0.19 -0.49
C -3.510 0.104 -0.292 0.20 0.33 -0.63
C -2.601 0.939 -1.193 -0.27 -0.82 -1.48
O -1.476 1.461 -0.462 -1.66 1.65 -0.51
C -1.740 2.717 0.272 -0.83 0.53 -0.57
C -2.220 2.476 1.685 -0.20 -0.48 0.65
O -1.453 1.403 2.346 -0.48 2.21 0.35
C -0.586 1.919 3.394 0.88 -0.31 0.15
C 0.847 2.134 2.851 -1.08 0.06 -0.39
O 1.134 1.011 1.953 1.18 0.48 1.56
C 2.271 0.253 2.486 -0.03 0.39 1.28
C 1.914 -0.369 3.891 -0.40 -1.70 -1.00
O 0.592 -0.968 3.723 0.53 0.13 0.18
C 0.384 -2.357 4.045 -0.09 0.12 -1.01
C -0.218 -2.943 2.719 1.07 -0.53 -0.07
O -1.227 -2.082 2.072 0.25 -1.16 1.45
H -2.101 -3.644 1.098 -0.48 0.27 -0.05
H -2.841 -3.316 2.701 0.28 0.54 -0.66
H -4.046 -1.269 1.847 0.41 -0.49 0.17
H -4.130 -2.386 0.482 0.28 0.04 0.00
H -4.042 0.813 0.383 0.27 -1.01 0.02
H -4.226 -0.422 -0.936 -0.01 0.11 0.27
H -3.179 1.718 -1.700 0.05 0.28 0.52
H -2.238 0.357 -2.087 0.18 0.21 1.23
H -2.481 3.451 -0.222 1.10 -1.48 0.26
H -0.776 3.189 0.273 0.51 0.39 0.06
H -3.267 2.152 1.766 0.29 0.27 -0.19
H -2.103 3.420 2.249 -0.14 -0.46 -0.27
H -0.643 1.149 4.177 0.25 0.47 -0.16
H -0.905 2.904 3.749 -0.42 -0.39 0.16
H 1.556 2.249 3.694 -0.25 -0.35 -0.59
H 0.906 3.067 2.261 -0.02 -0.45 0.08
H 3.115 0.953 2.651 -0.30 -0.42 -0.47
H 2.507 -0.498 1.725 0.01 0.02 0.29
H 1.831 0.335 4.737 0.40 -0.16 -0.54
H 2.655 -1.202 4.123 -0.68 1.28 -0.17
H -0.218 -2.468 4.987 0.31 0.14 -1.07
H 1.355 -2.887 4.176 -0.61 0.32 0.09
H -0.592 -3.970 2.879 -0.28 0.58 0.03
H 0.633 -3.094 1.982 -0.95 0.58 0.68
C 1.517 0.611 -3.320 0.87 2.36 0.60
C 2.278 -0.282 -2.346 -0.20 -0.72 0.23
S 1.126 -1.101 -1.073 -0.10 -0.18 0.03
C 0.160 -2.317 -2.082 0.52 0.60 -1.80
C 0.980 -3.205 -3.082 -1.29 -1.15 1.29
S 0.292 -3.356 -4.741 0.77 0.48 -0.38
C 1.434 -2.150 -5.531 0.41 0.93 -0.43
C 0.837 -0.707 -5.622 1.51 0.23 -1.83
S 1.967 0.649 -5.102 -0.78 -0.89 1.09
H 1.709 1.677 -2.991 -0.31 -0.99 -0.33
H 0.450 0.477 -3.176 -0.24 -0.14 -0.38
H 3.035 0.209 -1.697 -0.57 -0.10 -0.57
H 2.792 -1.074 -2.900 -0.05 0.00 0.36
H -0.630 -1.798 -2.677 0.57 -0.16 0.58
H -0.317 -2.933 -1.353 -0.33 -0.31 0.56
H 0.979 -4.237 -2.665 0.11 0.65 -0.24
H 2.000 -2.912 -3.154 0.73 0.21 -0.01
H 1.709 -2.444 -6.585 -0.19 -0.14 1.37
H 2.347 -2.061 -4.883 -0.71 -0.52 -0.96
H -0.067 -0.645 -5.064 -0.81 0.28 0.23
H 0.696 -0.414 -6.700 -0.41 -0.56 1.05
C 2.467 4.250 -0.971 2.12 0.75 -1.88
C 2.319 5.174 0.117 -2.59 -2.36 -1.29
O 2.400 5.924 0.996 1.20 1.74 1.50
H 1.664 3.536 -1.230 -0.03 0.39 0.45
H 3.421 3.690 -0.879 -0.26 -0.11 0.16
H 2.692 4.847 -1.922 -0.50 -0.52 1.06
```
Positions in Å, forces in eV/Å.

The calculation puts the energy above the lowest of the compared OMol25 structures with the same formula, charge and spin at 79.16 kJ/mol. Its gap between HOMO and LUMO (alpha / beta) is 5.178 / 5.429 eV. Its charge is +2.

Here is a structure of composition C20H40AlFO7P2 from OMol25. Energies are from wB97M-V/def2-TZVPD.

Geometry as XYZ:
```
71
Properties=species:S:1:pos:R:3:forces:R:3
C 4.431 -0.366 2.172 -0.44 -0.37 -0.07
C 3.905 -1.481 1.578 -0.09 0.48 0.17
C 3.362 -1.582 0.252 2.28 -0.70 -0.70
P 1.350 -1.769 0.200 -1.13 -1.16 -1.89
C 0.948 -2.032 2.156 -0.82 0.19 0.59
C 0.917 -0.801 3.042 0.15 -0.26 0.82
C -0.487 -0.237 3.232 0.00 -0.38 0.20
F -0.406 1.054 3.703 -0.02 0.16 -0.28
C 0.959 0.163 0.223 -0.02 1.68 0.60
C 1.985 1.184 0.616 -0.58 0.52 -0.42
C 2.109 2.239 -0.511 0.73 0.42 1.22
P 0.548 3.090 -0.875 -0.31 -0.31 -1.32
O -0.035 2.503 -2.095 -0.09 -0.18 0.19
O -0.389 2.962 0.394 0.22 -0.25 -0.06
C -1.663 2.270 0.264 -0.50 -0.08 0.76
C -2.756 3.167 -0.245 -0.17 -0.14 -0.17
O 1.008 4.581 -0.949 0.04 -0.06 0.09
C 0.072 5.539 -1.520 -0.41 0.98 -0.06
C -0.372 6.576 -0.492 -0.12 -0.45 0.00
O 1.655 -1.664 -1.502 0.39 -1.04 0.60
C 0.644 -2.228 -2.293 -1.31 1.84 -0.73
C -0.549 -2.737 -1.389 1.78 -0.14 -0.97
C -0.462 -4.258 -1.285 -0.92 0.24 0.36
C -0.573 -4.977 -2.603 0.00 0.00 0.06
O 0.125 -5.914 -2.843 0.45 -0.51 -0.26
O -1.652 -2.205 -2.002 -0.33 -0.43 0.48
C -2.936 -2.559 -1.465 -0.58 0.45 -0.09
C -3.324 -1.778 -0.217 0.20 -0.44 0.59
C -4.837 -1.607 -0.094 0.30 0.04 0.20
O -0.266 -2.177 -0.128 -0.12 0.66 0.35
H 5.148 0.278 1.673 -0.66 0.65 -0.28
H 4.181 -0.154 3.203 1.00 -0.36 0.40
H 3.912 -2.385 2.185 -0.95 0.14 0.34
H 3.652 -0.771 -0.440 -0.76 0.01 0.59
H 3.705 -2.490 -0.240 -0.39 -0.15 -0.14
H 1.663 -3.163 0.274 0.60 0.22 0.65
H 1.532 -2.855 2.551 0.53 0.14 -0.22
H -0.063 -2.428 2.114 -0.06 -0.08 -0.35
H 1.644 -0.024 2.834 -0.12 0.11 -0.33
H 1.207 -1.159 4.036 0.22 -0.04 0.03
H -0.998 -0.830 3.990 -0.13 -0.02 0.01
H -1.099 -0.295 2.329 0.00 0.31 -0.12
H 0.647 0.281 -0.817 0.41 -0.70 -0.32
H 0.049 0.272 0.800 0.11 -0.60 0.46
H 3.007 0.860 0.865 -0.05 -0.41 0.13
H 1.626 1.718 1.494 0.08 -0.15 0.25
H 2.801 2.997 -0.136 0.11 0.06 -0.09
H 2.531 1.835 -1.431 -0.31 -0.04 -0.29
H -1.916 1.964 1.279 0.18 0.08 0.16
H -1.575 1.356 -0.320 0.23 0.11 -0.37
H -2.797 4.085 0.334 0.06 0.13 -0.02
H -2.664 3.370 -1.308 0.15 0.15 -0.06
H -3.709 2.658 -0.105 -0.07 -0.05 0.03
H 0.567 6.037 -2.345 0.38 -0.21 -0.04
H -0.800 5.048 -1.945 0.09 -0.40 0.00
H -1.393 6.384 -0.177 -0.09 0.05 0.08
H -0.331 7.564 -0.938 0.02 0.17 0.11
H 0.250 6.536 0.397 0.20 0.15 -0.01
H 0.962 -2.897 -3.090 0.45 -0.56 0.54
H 0.185 -1.388 -2.821 -0.04 -0.02 -0.16
H 0.464 -4.562 -0.799 0.15 -0.04 -0.05
H -1.277 -4.618 -0.651 0.00 -0.06 0.12
H -1.326 -4.647 -3.332 -0.22 0.24 0.01
H -3.647 -2.335 -2.256 0.11 0.10 -0.21
H -3.031 -3.627 -1.270 0.19 -0.13 -0.08
H -2.983 -2.343 0.655 0.13 0.00 0.07
H -2.789 -0.831 -0.165 -0.07 0.17 -0.26
H -5.343 -2.501 -0.452 -0.18 0.04 -0.15
H -5.118 -1.490 0.949 -0.05 0.08 0.08
H -5.177 -0.724 -0.627 -0.17 -0.09 -0.24
Al 4.997 0.317 -1.625 0.33 0.27 -0.51
```
Positions in Å, forces in eV/Å.

Its gap between HOMO and LUMO is 3.853 eV. Its charge is +2.

| no. | F_max (eV/Å) |
| --- | --- |
| 1 | 3.92 |
| 2 | 4.50 |
| 3 | 3.73 |
| 4 | 2.49 |